The following is a quantum chemistry calculation of C3H6N2OS in the gas phase at a distorted geometry, from OMol25.

```
! wB97M-V def2-TZVPD RIJCOSX def2/J DEFGRID3
* xyz 0 1
C 1.83 0.66 0.54
C 0.47 0.49 -0.03
O -2.70 0.28 1.24
H 0.70 -1.47 -0.43
S -2.04 0.75 0.00
N -0.46 1.26 0.36
H 1.98 0.17 1.45
H -1.48 -0.76 -1.82
H -1.55 -1.80 -0.35
C -1.30 -0.78 -0.84
H 1.95 1.65 0.77
N 0.14 -0.65 -0.68
H 2.47 0.19 -0.23
*
```

Properties
HOMO level   -9.30 eV
LUMO level   0.7 eV
Gap between HOMO and LUMO   10.0 eV
Energy relative to the best compared isomer or geometry (same formula, charge and spin)   2.518 eV
Molecular weight   118.2 g/mol
Energy   -700.796670 Ha

---

The following is a quantum chemistry calculation of C4H9NO in the gas phase at a distorted geometry, from OMol25.

```
! wB97M-V def2-TZVPD RIJCOSX def2/J DEFGRID3
* xyz 0 1
H -0.60 -0.40 1.52
O 1.13 -1.74 0.16
H -0.35 -1.50 -1.30
H 1.72 0.69 0.98
H -0.23 0.94 -1.39
C -0.82 -0.27 0.45
H 1.94 -1.66 -0.37
H -2.76 -0.92 0.13
H -2.64 0.64 0.66
C 1.34 1.24 0.12
C 0.11 -1.01 -0.45
N -2.19 -0.09 0.12
H 2.15 1.37 -0.59
C 0.19 0.49 -0.49
H 1.02 2.23 0.45
*
```

Properties
HOMO level   -8.75 eV
SMILES string   C[C@@H]1[C@@H](N)[C@@H]1O
LUMO level   1.0 eV
Gap between HOMO and LUMO   9.7 eV
Energy relative to the best compared isomer or geometry (same formula, charge and spin)   2.018 eV
Molecular weight   87.1 g/mol
Energy   -287.758308 Ha

---

The following is a quantum chemistry calculation of C3H2O in the gas phase at a distorted geometry, from OMol25.

```
! wB97M-V def2-TZVPD RIJCOSX def2/J DEFGRID3
* xyz 0 1
H 0.99 -0.94 0.29
C -1.89 -0.20 -0.67
C -0.68 0.19 -0.61
C 0.44 -0.07 0.33
O 0.54 0.80 -0.70
H 0.60 0.23 1.36
*
```

Properties
HOMO level   -10.24 eV
LUMO level   -0.9 eV
Gap between HOMO and LUMO   9.3 eV
Energy relative to the best compared isomer or geometry (same formula, charge and spin)   3.881 eV
Molecular weight   54.0 g/mol
Energy   -190.519868 Ha

---

Question: Among the records above, which one has the lowest gap between HOMO and LUMO?
Answer: C3H2O

---

Question: Look up the molecular weight of the first one.
Answer: 118.2 g/mol

---

Question: Among the records above, which one has the lowest energy?
Answer: C3H6N2OS

---

Question: Among the records above, which one has the lowest HOMO level?
Answer: C3H2O